C3H10O3P2 | wB97M-V/def2-TZVPD

XYZ file:
```
18
Properties=species:S:1:pos:R:3:forces:R:3:lowdin_charge:R:1
C 2.92138 0.04262 0.73898 -0.7 1.1 -0.3 -0.185
P 1.67552 -0.84594 -0.20346 -0.7 0.3 -0.7 0.474
O 1.72185 -0.84564 -1.66250 0.9 0.0 -0.8 -0.347
O 0.37289 -0.08549 0.27755 -0.9 0.9 0.4 -0.405
P -1.25105 -0.21029 0.28966 -0.1 0.1 -0.8 0.517
C -1.84475 -0.49275 -1.49155 0.0 0.0 0.9 -0.145
C -1.57989 1.49488 0.78100 -3.3 -0.9 -4.1 -0.139
O -1.65531 -1.25501 1.24113 -0.3 -0.1 -0.2 -0.322
H 2.72574 -0.15077 1.81453 0.3 0.2 -0.6 0.054
H 3.93740 -0.29304 0.41903 -0.8 0.7 0.3 0.061
H 2.60818 1.16273 0.49852 1.2 -2.2 0.5 0.105
H 1.39878 -2.09173 0.28185 0.4 -0.9 0.7 0.044
H -1.38765 -1.44796 -1.75679 1.1 0.5 -0.5 0.036
H -2.85868 -0.94648 -1.51946 0.0 1.3 0.5 0.051
H -1.70805 0.39318 -2.19601 0.0 -1.5 0.9 0.076
H -1.49632 2.18254 -0.07747 0.3 -0.4 0.1 0.068
H -2.62116 1.59357 1.07775 -0.1 -0.2 0.3 0.063
H -0.95888 1.79558 1.48725 2.8 1.2 3.4 -0.008
```
Forces are in eV/Å.

## Properties
* E_LUMO: 0.76 eV
* relative energy (zero: lowest compared OMol25 entry of this formula, charge and spin): 27.7 kcal per mole
* HOMO level: -0.382 Ha
* SMILES string: C[P@H](=O)OP(C)(C)=O
* gap between HOMO and LUMO: 0.4103 Ha

C23H35BrCoN5 | wB97M-V/def2-TZVPD

XYZ file:
```
65
Properties=species:S:1:pos:R:3:forces:R:3:lowdin_charge:R:1
Co 0.53171 0.21548 -0.30336 0.6 -0.5 -0.8 0.486
C 3.25892 -0.53578 -2.30170 0.0 0.0 0.1 -0.151
C 2.83135 0.91118 -2.47474 0.0 0.0 0.1 -0.215
N 1.42612 1.08021 -2.09911 -0.2 0.1 0.1 -0.104
C 0.91855 2.44798 -2.30187 0.1 0.0 0.1 -0.198
C -0.21565 2.78394 -1.31747 0.1 0.0 0.0 -0.176
N -0.92671 1.58686 -0.82237 0.0 0.0 0.4 -0.102
C -2.07275 1.20165 -1.68568 0.0 0.0 -0.1 -0.182
C -1.69954 0.51936 -2.99782 0.0 0.0 0.0 -0.153
C -1.34817 -0.96134 -2.87437 0.1 0.0 -0.1 -0.186
N -0.45001 -1.23137 -1.73978 -0.3 0.1 0.4 -0.099
C 0.35927 -2.44187 -1.87765 0.0 0.0 -0.1 -0.183
C 1.28827 -2.56973 -0.67983 0.0 0.0 0.0 -0.155
N 1.89082 -1.28103 -0.27413 0.1 0.1 0.3 -0.111
C 3.22958 -1.00065 -0.84923 0.0 -0.1 0.0 -0.166
H 4.28720 -0.63349 -2.65404 0.0 0.0 0.0 0.125
H 2.66054 -1.19056 -2.94160 0.0 0.0 0.0 0.104
H 3.00725 1.25147 -3.50133 0.0 0.0 0.0 0.130
H 3.43522 1.53828 -1.81653 0.0 0.0 0.0 0.078
H 0.88019 0.43575 -2.66138 0.0 0.1 -0.2 0.088
H 0.63317 2.60976 -3.34490 -0.1 0.0 0.0 0.118
H 1.73511 3.13977 -2.09461 0.0 0.0 -0.1 0.097
H -0.91604 3.48835 -1.77543 0.0 0.0 0.0 0.124
H 0.22043 3.26586 -0.44601 0.0 0.0 0.0 0.082
H -1.31733 1.80954 0.08902 0.0 0.1 0.0 0.122
H -2.63295 2.11254 -1.91632 0.0 0.0 0.0 0.123
H -2.72535 0.55809 -1.10134 0.0 0.0 0.0 0.083
H -0.90025 1.07014 -3.49715 0.0 0.0 0.0 0.095
H -2.55822 0.60001 -3.66732 0.0 0.0 0.0 0.124
H -0.85979 -1.29952 -3.79093 0.0 0.0 0.0 0.123
H -2.26613 -1.55104 -2.77954 0.0 0.0 0.0 0.126
H -1.05348 -1.33576 -0.92127 0.0 -0.1 0.0 0.075
H 0.91251 -2.37895 -2.81582 0.0 0.1 0.0 0.108
H -0.25536 -3.34781 -1.93812 0.0 0.0 -0.1 0.130
H 2.06701 -3.31256 -0.87376 0.0 0.0 0.0 0.130
H 0.70822 -2.93557 0.16841 0.0 0.0 0.0 0.112
H 2.04519 -1.33825 0.73026 0.0 0.0 0.0 0.099
H 3.84207 -1.90099 -0.74160 0.0 0.0 0.0 0.124
H 3.67279 -0.22421 -0.22281 0.0 0.0 0.0 0.108
Br 2.72461 2.63706 0.65761 0.0 0.0 0.0 0.878
C 1.79506 2.51039 2.31675 0.0 0.0 0.0 -0.577
C 2.02739 3.52786 3.19629 0.0 0.0 0.0 -0.136
C 1.51725 3.45018 4.50482 0.0 0.0 0.0 -0.068
C 0.85887 2.32450 4.89904 0.0 0.0 0.0 -0.032
C 0.63010 1.25830 3.99720 0.0 0.0 0.0 -0.164
C 0.02174 0.06729 4.46857 0.0 0.0 0.0 -0.039
C -0.16405 -0.97988 3.62446 0.0 0.0 0.0 -0.081
C 0.16801 -0.83796 2.25719 0.0 0.0 0.0 -0.169
C 0.70470 0.30419 1.70316 -0.2 0.4 0.0 -0.151
C 1.03296 1.35181 2.63159 0.0 0.0 0.0 -0.207
H 2.62867 4.37455 2.89632 0.0 0.0 0.0 0.097
H 1.69311 4.26317 5.19593 0.0 0.0 0.0 0.110
H 0.51075 2.21989 5.91932 0.0 0.0 0.0 0.116
H -0.26078 0.00730 5.51240 0.0 0.0 0.0 0.115
H -0.59442 -1.90744 3.98260 0.0 0.0 0.0 0.103
H -0.08911 -1.68035 1.61964 0.0 0.0 0.0 0.059
C -4.88012 -3.37795 0.58641 0.0 0.0 0.0 -0.088
C -4.26555 -2.49700 1.67605 0.0 0.0 0.0 -0.209
C -3.28096 -1.55607 1.14285 0.0 0.1 0.1 -0.163
N -2.51065 -0.80243 0.74359 -0.1 -0.2 -0.2 0.188
H -5.67399 -3.98629 1.01440 0.0 0.0 0.0 0.081
H -4.13444 -4.04473 0.15574 0.0 0.0 0.0 0.078
H -5.30722 -2.77269 -0.21158 0.0 0.0 0.0 0.080
H -3.76560 -3.09951 2.43595 0.0 0.0 0.0 0.121
H -5.03009 -1.90993 2.18690 0.0 0.0 0.0 0.125
```
Forces are in eV/Å.

## Properties
* E_LUMO (alpha / beta): -1.92 / -1.92 eV
* relative energy (zero: lowest compared OMol25 entry of this formula, charge and spin): 14.7 kcal per mole
* HOMO level (alpha / beta): -0.370 / -0.370 Ha
* expectation value of S²: 0.965
* total charge: +1
* multiplicity: 2
* gap between HOMO and LUMO (alpha / beta): 0.2991 / 0.2999 Ha

C26H30CdN4O2S5Te4 | wB97M-V/def2-TZVPD

XYZ file:
```
72
Properties=species:S:1:pos:R:3:forces:R:3:lowdin_charge:R:1
Cd -2.87851 -8.87243 19.23347 -0.7 0.7 0.1 0.719
C 1.50770 -15.31802 19.72277 -0.7 0.8 1.3 -0.565
C 2.05564 -13.97919 19.24935 0.3 0.3 1.1 -0.510
S 2.23844 -12.85314 20.65167 1.2 -1.7 1.4 0.832
C 1.95687 -11.23057 20.11137 -1.1 0.6 -1.0 -0.562
C 0.52687 -11.02360 19.59227 -0.4 -1.4 -0.8 -0.527
S -0.86159 -11.93248 20.40708 0.6 0.4 0.1 0.797
C -1.55547 -12.97963 19.10630 0.9 -0.5 0.0 -0.546
C -0.85939 -14.32905 18.68414 -1.6 -0.2 0.9 -0.475
S -0.29093 -15.46153 20.05503 0.4 1.4 -0.6 0.804
H 2.02258 -15.69504 20.63427 -0.2 0.3 -0.7 0.074
H 1.65977 -15.95068 18.91340 0.6 -1.6 -1.3 0.031
H 1.42549 -13.44114 18.56225 0.0 -0.2 -0.5 0.048
H 3.03398 -14.22011 18.82602 -0.1 0.4 -0.2 0.078
H 2.64059 -10.92099 19.31550 0.0 0.1 0.2 0.088
H 2.13054 -10.64121 21.00574 0.1 0.3 0.1 0.054
H 0.45092 -11.34127 18.54049 0.2 0.2 0.2 0.017
H 0.29265 -9.99488 19.57408 -0.3 1.3 0.1 -0.027
H -1.74727 -12.32445 18.26563 0.3 -0.1 -0.6 -0.028
H -2.53293 -13.16654 19.50145 -0.6 -0.5 0.3 0.043
H -0.11328 -14.19970 17.91253 0.2 0.0 0.0 0.059
H -1.63470 -14.97410 18.25416 0.0 0.5 -0.3 0.056
Te -0.94156 -10.68340 15.70827 0.4 0.5 0.4 -0.231
Te 0.33056 -8.33521 16.47453 -0.2 -0.5 0.0 -0.309
Te -0.92899 -7.12131 18.64542 0.1 -0.3 -0.1 -0.276
Te -5.24931 -7.29616 20.27688 0.4 -0.4 0.1 -0.002
S -5.92733 -7.37408 17.95793 0.0 -0.1 0.0 0.173
C -6.53102 -8.98681 17.57760 0.5 -0.7 -0.2 -0.736
C -7.81357 -9.04553 16.96185 -2.0 1.0 -0.8 -0.317
N -8.86609 -8.94082 16.46518 1.6 -0.3 0.8 0.132
C -5.82085 -10.15857 17.56711 0.4 0.4 0.1 -0.791
S -4.25407 -10.59728 18.10109 0.6 -0.3 0.1 0.431
C -6.36252 -11.25959 16.82243 -0.7 0.8 0.5 -0.335
N -6.94032 -11.99808 16.16754 -0.2 -1.0 -0.5 0.190
C -6.19828 -8.04219 10.07853 -2.6 0.8 -3.3 -0.090
C -5.90398 -9.03485 11.06178 1.7 -1.8 1.3 -0.314
C -5.54747 -8.66154 12.33285 0.5 -1.3 0.7 0.000
C -4.97361 -9.59858 13.21314 -0.1 -0.7 -0.1 -0.208
C -4.30868 -9.05786 14.41423 0.0 1.6 0.6 -0.065
C -4.85804 -10.94746 12.86874 0.0 -1.3 1.3 -0.052
C -4.40058 -12.03381 13.95366 -0.6 2.8 0.2 -0.192
O -4.52983 -13.20954 13.84777 0.0 -1.5 -0.8 0.032
C -5.28538 -11.35935 11.59385 0.5 0.5 0.2 -0.244
C -4.99302 -12.71984 11.08486 0.7 -0.8 -0.5 -0.061
C -5.72835 -10.39531 10.72578 -0.7 0.2 -1.9 -0.025
H -7.26588 -8.22658 9.74707 0.8 0.3 0.1 0.097
H -5.64760 -8.12527 9.08957 -0.2 0.2 1.4 0.101
H -6.22517 -7.03005 10.45793 0.4 0.2 0.0 0.071
H -5.59045 -7.66886 12.72465 -0.2 0.7 -0.3 0.110
H -4.82366 -8.11050 14.72019 0.5 -0.8 0.0 0.095
H -3.29540 -8.79940 14.09443 0.1 0.2 0.2 0.075
H -4.15231 -9.68449 15.28046 -0.3 -0.2 0.1 0.006
H -4.06905 -11.66394 14.96032 0.0 0.4 -0.8 0.073
H -3.88668 -12.81395 11.03913 -0.5 -0.2 0.1 0.102
H -5.36142 -12.90521 10.06391 -0.1 0.3 0.3 0.073
H -5.34853 -13.49893 11.75007 0.0 -0.1 0.0 0.067
H -5.89846 -10.71822 9.65078 0.0 0.5 1.3 0.128
N 1.71921 -12.51415 24.23878 0.0 1.1 -1.9 0.186
C 0.62107 -12.03462 24.84910 -0.4 -0.8 1.4 -0.492
O 0.31773 -12.37042 26.00013 0.0 0.5 -1.1 0.024
C -0.23727 -11.11381 24.00881 0.4 2.2 0.5 -0.142
C 0.22793 -9.88312 23.45357 -1.0 -1.6 -0.6 -0.008
C -0.62434 -9.19089 22.60464 0.2 0.7 0.1 -0.183
N -1.89947 -9.47271 22.38610 -0.6 -0.8 0.9 0.038
C -2.39769 -10.47097 23.12730 -0.4 -0.7 -0.5 -0.145
C -1.60408 -11.30100 23.95140 -0.3 -0.2 -0.7 -0.024
H 2.32416 -13.20362 24.61551 0.1 -0.4 0.6 0.101
H 1.85312 -12.29049 23.24897 -0.1 -0.3 0.5 0.052
H 1.21031 -9.50171 23.53037 1.1 0.0 0.3 0.096
H -0.29442 -8.31448 22.06171 0.4 0.1 0.0 0.088
H -3.47361 -10.71100 22.92942 1.0 0.3 0.5 0.124
H -1.98151 -12.17528 24.46474 -0.4 0.1 -0.1 0.115
```
Forces are in eV/Å.

## Properties
* E_LUMO: 3.39 eV
* relative energy (zero: lowest compared OMol25 entry of this formula, charge and spin): 19.3 kcal per mole
* HOMO level: -0.056 Ha
* total charge: -2
* gap between HOMO and LUMO: 0.1802 Ha